Run one
{"formula": "C6H8O2", "method": "ωB97M-V/def2-TZVPD", "species": ["C", "C", "C", "C", "C", "C", "H", "H", "H", "H", "H", "H", "H", "H", "O", "O"], "positions_angstrom": [[1.66, -0.79, 0.02], [0.66, 1.14, -0.28], [-0.92, 1.11, -0.15], [-1.45, -1.07, -0.12], [0.12, -0.89, 0.03], [-0.07, 0.54, 0.78], [2.43, -1.53, -0.42], [2.21, -0.47, 0.95], [1.07, 2.11, -0.20], [-1.65, 2.07, 0.03], [-1.52, -1.84, -0.89], [-2.02, -0.96, 0.95], [-0.08, -0.62, -0.95], [-0.40, 0.71, 1.83], [1.69, 0.34, -0.81], [-1.74, 0.15, -0.77]], "lumo_energy_ev": 0.88, "e_homo_ev": -8.9, "smiles": "C1O[C@@H]2[C@@H]3OC[C@H]1[C@H]23", "homo_lumo_gap_ev": 9.7648}



Run two
{"formula": "C6H8O2", "method": "ωB97M-V/def2-TZVPD", "species": ["C", "C", "C", "C", "C", "C", "H", "H", "H", "H", "H", "H", "H", "H", "O", "O"], "positions_angstrom": [[-1.82, -0.79, -0.17], [-0.43, 1.24, 0.46], [-0.36, -0.68, 0.16], [1.04, -1.10, 0.33], [1.65, 0.14, -0.35], [0.86, 1.32, -0.25], [-2.88, -1.20, 0.41], [-1.93, -1.22, -1.21], [-0.67, 2.27, 0.89], [-0.40, -0.39, -1.04], [1.70, -1.94, -0.34], [1.42, -1.14, 1.29], [2.76, 0.21, -0.31], [1.18, 2.16, -0.76], [-1.78, 0.81, -0.28], [-0.35, 0.29, 1.17]], "lumo_energy_ev": 0.61, "e_homo_ev": -9.1, "homo_lumo_gap_ev": 9.6922}



Run three
{"formula": "C6H8O2", "method": "ωB97M-V/def2-TZVPD", "species": ["C", "C", "C", "C", "C", "C", "H", "H", "H", "H", "H", "H", "H", "H", "O", "O"], "positions_angstrom": [[0.19, -0.62, 0.68], [-0.72, 0.56, 0.95], [-0.63, 1.22, -0.47], [0.38, 0.17, -1.23], [1.53, -0.14, -0.21], [-0.47, -0.96, -0.72], [1.29, -2.13, 1.30], [-0.67, 1.31, 1.95], [-1.72, -0.18, 1.18], [-0.48, 2.44, -0.74], [-1.70, 1.06, -1.06], [0.08, 0.47, -2.38], [2.01, 0.79, 0.33], [2.35, -0.94, -0.33], [0.08, -1.30, 1.78], [-1.53, -1.75, -1.02]], "lumo_energy_ev": -1.19, "e_homo_ev": -9.1, "homo_lumo_gap_ev": 7.9446}



Relative energies, in eV, with the most stable structure set to zero: run one 0.000; run two 1.351; run three 1.133.



Run one
{"formula": "C6H8O2", "method": "ωB97M-V/def2-TZVPD", "species": ["C", "C", "C", "C", "C", "C", "H", "H", "H", "H", "H", "H", "H", "H", "O", "O"], "positions_angstrom": [[-1.30, 0.18, 0.00], [-0.82, -1.39, -0.07], [0.70, -1.70, 0.10], [1.08, 0.45, 0.36], [1.01, 1.96, 0.07], [-0.09, 0.93, -0.41], [-1.23, -1.84, -0.95], [-1.42, -1.86, 0.75], [1.05, -2.58, -0.50], [0.93, -1.85, 1.17], [0.91, 0.36, 1.47], [1.51, 2.43, -0.77], [0.85, 2.64, 0.92], [0.05, 0.81, -1.55], [-2.45, 0.55, 0.12], [1.69, -0.64, -0.23]], "lumo_energy_ev": 0.80, "e_homo_ev": -9.6, "smiles": "O=C1CCO[C@H]2C[C@H]12", "homo_lumo_gap_ev": 10.3730}



Run two
{"formula": "C6H8O2", "method": "ωB97M-V/def2-TZVPD", "species": ["C", "C", "C", "C", "C", "C", "O", "O", "H", "H", "H", "H", "H", "H", "H", "H"], "positions_angstrom": [[0.51, -0.88, -0.04], [-2.57, 1.17, -0.42], [0.75, 0.22, 0.70], [-2.29, -0.30, -0.48], [2.25, -0.62, 0.70], [3.18, -0.37, -0.21], [0.49, 1.33, 1.08], [-3.04, -1.18, -0.17], [-1.21, -0.54, -0.75], [0.16, -1.81, 0.38], [2.47, -1.17, 1.61], [-3.60, 1.37, -0.14], [-1.87, 1.62, 0.30], [-2.35, 1.62, -1.39], [4.21, -0.67, -0.07], [2.93, 0.19, -1.11]], "lumo_energy_ev": -0.46, "e_homo_ev": -9.1, "homo_lumo_gap_ev": 8.6570}



Relative energies, in eV, with the most stable structure set to zero: run one 0.000; run two 1.587.



Run one
{"formula": "C7H7N", "method": "ωB97M-V/def2-TZVPD", "species": ["C", "C", "C", "C", "C", "C", "C", "H", "H", "H", "H", "H", "H", "H", "N"], "positions_angstrom": [[2.23, -0.17, -0.67], [1.76, 1.01, -0.35], [0.59, 1.04, 0.46], [0.06, -0.15, 0.87], [0.51, -1.34, 0.29], [-3.35, 0.06, -0.85], [-2.66, -0.33, 0.08], [3.29, -0.04, -1.03], [2.24, 1.75, -0.78], [0.27, 2.03, 0.84], [-0.66, 0.11, 1.69], [-0.01, -2.23, 0.75], [-4.07, 0.33, -1.56], [-1.85, -0.61, 0.72], [1.65, -1.46, -0.46]], "lumo_energy_ev": 0.50, "e_homo_ev": -9.9, "smiles": "c1ccncc1.C#C", "homo_lumo_gap_ev": 10.3782}



Run two
{"formula": "C7H7N", "method": "ωB97M-V/def2-TZVPD", "species": ["C", "C", "C", "C", "C", "C", "C", "H", "H", "H", "H", "H", "H", "H", "N"], "positions_angstrom": [[1.99, -1.25, -0.41], [0.81, -0.99, -0.04], [0.22, 0.24, 0.34], [0.95, 1.19, 0.93], [-1.21, 0.30, -0.04], [-1.84, 1.31, -0.67], [-1.96, -0.93, 0.24], [2.89, -0.50, -0.35], [2.14, -2.37, -0.96], [0.05, -1.92, -0.33], [2.02, 0.99, 1.26], [0.71, 2.26, 1.08], [-2.95, 1.23, -1.00], [-1.34, 2.29, -0.71], [-2.48, -1.86, 0.68]], "lumo_energy_ev": -0.21, "e_homo_ev": -9.4, "smiles": "C=CC(=C)C(=C)C#N", "homo_lumo_gap_ev": 9.1528}



Relative energies, in eV, with the most stable structure set to zero: run one 0.632; run two 0.000.



Run one
{"formula": "C5H8ClNS", "method": "ωB97M-V/def2-TZVPD", "species": ["C", "C", "C", "C", "C", "H", "H", "H", "H", "H", "H", "H", "H", "N", "S", "Cl"], "positions_angstrom": [[0.86, 0.80, 0.89], [0.24, -0.21, -0.06], [1.14, -0.72, -1.18], [-0.80, -1.17, 0.43], [-1.90, 0.96, -0.17], [1.79, 0.46, 1.35], [1.21, 1.74, 0.40], [0.14, 1.10, 1.70], [1.58, 0.21, -1.65], [0.74, -1.41, -1.97], [-0.84, -2.11, -0.08], [-1.17, -1.10, 1.47], [-2.57, 0.75, 0.62], [-1.10, -0.06, -0.51], [-1.79, 2.51, -0.69], [2.46, -1.77, -0.53]], "lumo_energy_ev": 0.13, "e_homo_ev": -8.7, "smiles": "C[C@@]1(CCl)CN1C=S", "homo_lumo_gap_ev": 8.8399}



Run two
{"formula": "C5H8ClNS", "method": "ωB97M-V/def2-TZVPD", "species": ["C", "C", "C", "C", "C", "H", "H", "H", "H", "H", "H", "H", "H", "N", "S", "Cl"], "positions_angstrom": [[0.67, 0.17, -0.32], [1.19, -1.16, -0.72], [-1.10, -1.26, 0.81], [0.09, -0.19, 1.06], [0.64, 1.17, 0.90], [-0.26, 0.14, -2.34], [-0.37, 1.76, -1.41], [1.97, -1.44, 0.05], [1.75, -1.19, -1.68], [-2.12, -0.84, 0.53], [-1.31, -1.98, 1.74], [0.77, -0.62, 1.69], [1.56, 1.47, 1.36], [-0.18, 0.65, -1.38], [-0.22, -2.39, -0.77], [-0.36, 2.58, 0.70]], "lumo_energy_ev": 0.48, "e_homo_ev": -7.9, "smiles": "N[C@]12CSC[C@@H]1[C@@H]2Cl", "homo_lumo_gap_ev": 8.3321}



Relative energies, in eV, with the most stable structure set to zero: run one 0.000; run two 2.953.



Run one
{"formula": "C5H9N2", "method": "ωB97M-V/def2-TZVPD", "species": ["C", "C", "C", "C", "C", "N", "N", "H", "H", "H", "H", "H", "H", "H", "H", "H"], "positions_angstrom": [[-0.81, -1.64, 0.24], [-0.63, 0.76, -0.47], [0.31, -0.91, -0.21], [-0.22, 1.97, 0.41], [1.74, -0.78, -0.35], [-1.91, 0.27, -0.34], [-2.08, -0.84, 0.06], [-0.90, -2.63, -0.18], [-0.60, -1.70, 1.44], [-0.51, 0.80, -1.60], [-0.59, 2.96, -0.08], [0.82, 2.09, 0.47], [-0.90, 1.90, 1.34], [2.22, -1.81, -0.26], [2.02, -0.21, 0.69], [2.03, -0.22, -1.15]], "lumo_energy_ev": -6.50, "e_homo_ev": -14.3, "total_charge": 1, "homo_lumo_gap_ev": 7.7544}



Run two
{"formula": "C5H9N2", "method": "ωB97M-V/def2-TZVPD", "species": ["C", "C", "C", "C", "C", "N", "N", "H", "H", "H", "H", "H", "H", "H", "H", "H"], "positions_angstrom": [[-0.05, -2.32, 0.21], [0.60, -2.67, -0.86], [0.47, 0.03, 0.11], [-0.92, 1.96, -0.24], [0.10, 1.38, 0.69], [-0.22, -1.05, 0.72], [1.29, -0.31, -0.78], [-0.59, -2.88, 0.87], [1.19, -3.28, -1.47], [-0.69, -0.96, 1.56], [-0.64, 1.87, -1.27], [-1.23, 3.02, -0.09], [-1.78, 1.42, -0.12], [-0.38, 1.55, 1.61], [1.03, 2.08, 0.60], [1.83, 0.15, -1.55]], "lumo_energy_ev": -6.14, "e_homo_ev": -14.8, "total_charge": 1, "homo_lumo_gap_ev": 8.6537}



Relative energies, in eV, with the most stable structure set to zero: run one 1.477; run two 0.000.



Run one
{"formula": "C5H9N2", "method": "ωB97M-V/def2-TZVPD", "species": ["C", "C", "C", "C", "C", "N", "N", "H", "H", "H", "H", "H", "H", "H", "H", "H"], "positions_angstrom": [[-2.82, -0.01, 0.71], [-1.91, -0.84, 0.66], [0.82, 0.39, -1.17], [0.29, 0.96, 1.11], [-0.71, -1.45, 0.36], [0.18, 0.17, -0.07], [0.89, -0.46, -2.17], [-3.61, 0.51, 1.09], [1.47, 1.30, -1.24], [0.00, 2.03, 0.99], [-0.44, 0.75, 1.87], [1.26, 0.74, 1.55], [-0.74, -1.97, -0.64], [0.09, -1.81, 1.08], [1.39, -0.02, -2.98], [0.77, -1.47, -2.06]], "lumo_energy_ev": -4.27, "e_homo_ev": -14.4, "total_charge": 1, "homo_lumo_gap_ev": 10.1037}



Run two
{"formula": "C5H9N2", "method": "ωB97M-V/def2-TZVPD", "species": ["C", "C", "C", "C", "C", "N", "N", "H", "H", "H", "H", "H", "H", "H", "H", "H"], "positions_angstrom": [[0.46, -1.88, 0.15], [0.85, 1.37, 1.07], [-0.89, 0.93, -0.97], [-0.19, 0.47, 1.46], [-0.84, -0.52, -1.26], [0.38, -1.01, -0.87], [-0.42, 1.18, 0.45], [1.31, -2.72, 0.30], [-0.48, -2.16, 0.60], [1.11, 2.35, 1.48], [1.68, 0.76, 0.67], [-0.15, 1.49, -1.57], [-1.86, 1.46, -1.11], [-0.50, -0.18, 2.22], [-1.71, -1.10, -1.45], [1.24, -0.44, -1.18]], "lumo_energy_ev": [-4.75, -4.74], "e_homo_ev": [-12.3, -12.3], "total_charge": 1, "homo_lumo_gap_ev": [7.5720, 7.5691]}



Run three
{"formula": "C5H9N2", "method": "ωB97M-V/def2-TZVPD", "species": ["C", "C", "C", "C", "C", "N", "N", "H", "H", "H", "H", "H", "H", "H", "H", "H"], "positions_angstrom": [[-2.90, 0.12, 0.68], [-1.89, 0.07, 0.05], [0.40, 1.35, -0.12], [1.39, -0.61, 0.72], [-0.62, 0.06, -0.72], [1.63, 0.68, 0.15], [0.26, -1.10, -0.33], [-3.90, -0.07, 1.01], [0.56, 2.18, -0.69], [0.05, 1.83, 0.84], [2.27, -1.40, 0.50], [0.98, -0.74, 1.66], [-0.73, 0.25, -1.80], [2.24, 0.66, -0.58], [0.65, -1.38, -1.33], [-0.38, -1.89, -0.05]], "lumo_energy_ev": -3.65, "e_homo_ev": -14.1, "smiles": "C#C[C@H]1CNC[NH2+]1", "total_charge": 1, "homo_lumo_gap_ev": 10.4122}



Run four
{"formula": "C5H9N2", "method": "ωB97M-V/def2-TZVPD", "species": ["C", "C", "C", "C", "C", "N", "N", "H", "H", "H", "H", "H", "H", "H", "H", "H"], "positions_angstrom": [[-0.49, -0.89, 1.96], [-0.69, -0.14, -2.30], [-0.70, -0.08, -0.96], [0.29, 0.37, -0.10], [1.33, 1.29, -0.54], [-0.58, -2.09, 1.82], [0.32, 0.00, 1.14], [-0.77, -0.35, 2.99], [0.05, 0.21, -2.93], [-1.66, -0.47, -2.86], [-1.65, -0.57, -0.58], [1.95, 1.46, 0.23], [1.00, 2.38, -0.59], [1.97, 0.98, -1.38], [-1.37, -2.57, 2.29], [1.00, 0.49, 1.81]], "lumo_energy_ev": -5.36, "e_homo_ev": -14.5, "smiles": "[H]/N=C/[NH+]=C(/C)C=C", "total_charge": 1, "homo_lumo_gap_ev": 9.1571}



Relative energies, in eV, with the most stable structure set to zero: run one 1.161; run two 3.380; run three 0.973; run four 0.000.